*a*
The following is a DFT calculation (ωB97M-V/def2-TZVPD) of a molecular structure, C2H2F3I.

Values from the calculation:
- Kohn-Sham gap: 10.7 eV
- Highest occupied orbital energy: -10.59 eV

Last column: Mulliken charge in e.
Positions of all 8 atoms, in Å:
C -0.72 -0.33 0.01  -0.74
C 0.60 0.45 -0.02  0.51
F -1.90 0.46 -0.04  -0.28
F 0.59 1.28 -1.11  -0.23
F 0.69 1.21 1.07  -0.21
I 2.06 -1.05 0.06  0.12
H -0.64 -0.98 0.84  0.42
H -0.67 -1.02 -0.80  0.41

***

*b*
The following is a DFT calculation (ωB97M-V/def2-TZVPD) of C2H2F3I in the gas phase.

Values from the calculation:
- Kohn-Sham gap: 9.9 eV
- Highest occupied orbital energy: -10.03 eV

Last column: Mulliken charge in e.
Positions of all 8 atoms, in Å:
F -1.90 -1.25 0.07  -0.22
C -0.61 -0.74 0.00  0.24
F 0.25 -1.55 0.67  -0.25
C -0.47 0.73 0.73  -0.24
F -1.23 0.80 1.79  -0.19
I -1.10 2.14 -0.91  0.00
H -0.20 -0.91 -1.08  0.27
H 0.57 1.01 0.74  0.39

***

We find *a* to be the most stable, with the next structure 0.0133 hartree higher.

***

*a*
The following is a DFT calculation (ωB97M-V/def2-TZVPD) of a gas-phase ion, C6H9N2 (charge +1).

Values from the calculation:
- Kohn-Sham gap (alpha / beta): 6.8 / 6.8 eV
- Highest occupied orbital energy (alpha / beta): -12.08 / -12.07 eV
- Net charge: +1

Last column: Mulliken charge in e.
Positions of all 17 atoms, in Å:
C -0.53 1.39 -1.15  -0.75
C 0.65 1.51 -0.41  0.06
C -0.72 0.24 -1.63  0.69
C 1.38 0.51 0.32  -0.80
C 0.24 0.17 1.61  -0.26
C -0.29 -1.15 1.60  -0.25
N -0.80 -0.94 -1.84  -0.46
N -0.65 -1.98 0.66  -0.15
H -1.28 2.15 -1.15  0.40
H 0.85 2.61 -0.14  0.29
H 1.36 -0.38 -0.29  0.38
H 2.29 0.86 0.75  0.35
H 0.76 0.42 2.48  0.40
H -0.62 0.74 1.46  0.38
H -1.23 -2.85 0.83  0.30
H -0.57 -1.87 -0.35  0.19
H -0.84 -1.42 -2.75  0.27

***

*b*
The following is a DFT calculation (ωB97M-V/def2-TZVPD) of a gas-phase ion, C6H9N2 (charge +1).

Values from the calculation:
- Kohn-Sham gap: 10.3 eV
- Highest occupied orbital energy: -13.86 eV
- Net charge: +1

Last column: Mulliken charge in e.
Positions of all 17 atoms, in Å:
C -2.88 -0.85 1.29  0.10
C -1.75 -0.87 0.83  -0.84
C -0.38 -0.73 0.57  0.30
C 0.66 0.00 1.54  -0.69
N 0.87 1.17 0.55  -0.17
C -0.03 0.51 -0.55  -0.18
N 0.81 0.38 -1.65  -0.57
C 0.57 -0.50 -2.52  -0.31
H -3.88 -1.09 1.51  0.47
H -0.19 -1.69 0.22  0.37
H 0.13 0.32 2.48  0.37
H 1.66 -0.34 1.63  0.34
H 0.43 2.04 0.83  0.36
H 1.74 1.08 -0.01  0.36
H -0.81 1.27 -0.74  0.51
H 1.31 -0.41 -3.23  0.30
H -0.27 -1.17 -2.69  0.30

***

*c*
The following is a DFT calculation (ωB97M-V/def2-TZVPD) of a gas-phase ion, C6H9N2 (charge +1).

Values from the calculation:
- Kohn-Sham gap: 9.7 eV
- Highest occupied orbital energy: -15.30 eV
- Net charge: +1

Last column: Mulliken charge in e.
Positions of all 17 atoms, in Å:
C -2.02 -0.15 -1.44  -0.71
C -0.89 -0.13 -0.76  0.44
N -0.86 -0.76 0.80  -0.16
C 0.39 -0.52 1.18  0.45
C 0.98 -0.89 2.51  -1.00
N 1.13 0.19 0.33  -0.49
C 0.48 0.53 -0.76  0.88
C 0.99 1.44 -1.73  -1.13
H -2.95 -0.64 -0.91  0.23
H -2.01 0.24 -2.43  0.31
H -1.68 -1.25 1.16  0.22
H 1.41 -0.11 3.08  0.34
H 1.64 -1.77 2.33  0.30
H 0.11 -1.35 2.93  0.34
H 1.15 0.95 -2.80  0.31
H 1.93 2.04 -1.43  0.31
H 0.21 2.18 -2.07  0.35

***

*d*
The following is a DFT calculation (ωB97M-V/def2-TZVPD) of a gas-phase ion, C6H9N2 (charge +1).

Values from the calculation:
- Kohn-Sham gap: 9.3 eV
- Highest occupied orbital energy: -14.55 eV
- Net charge: +1

Last column: Mulliken charge in e.
Positions of all 17 atoms, in Å:
C 2.88 -2.05 1.01  -0.81
C 2.34 -0.93 0.66  0.20
C 1.73 0.19 0.38  0.08
N 0.40 0.17 -0.04  0.70
N -0.28 -0.83 -0.02  -0.55
C -1.57 -0.65 -0.39  -0.41
C -1.73 0.86 -0.23  -0.57
C -0.30 1.41 -0.48  -0.60
H 3.40 -2.76 0.35  0.26
H 2.83 -2.47 1.90  0.31
H 2.12 1.23 0.27  0.35
H -2.25 -1.31 0.22  0.30
H -1.77 -1.02 -1.45  0.32
H -2.46 1.23 -0.88  0.43
H -2.11 1.32 0.75  0.26
H -0.17 1.66 -1.47  0.32
H -0.07 2.06 0.32  0.41

***

We find *c* to be the most stable, with the next structure 0.0824 hartree higher.

***

*a*
The following is a DFT calculation (ωB97M-V/def2-TZVPD) of O2 in the gas phase.

Values from the calculation:
- Kohn-Sham gap: 7.9 eV
- Highest occupied orbital energy: -9.94 eV

Last column: Mulliken charge in e.
Positions of all 2 atoms, in Å:
O 0.00 0.00 0.60  0.00
O 0.00 0.00 -0.60  0.00

***

*b*
The following is a DFT calculation (ωB97M-V/def2-TZVPD) of 2 unconnected molecules or ions with the total composition O2.

Values from the calculation:
- Kohn-Sham gap: 7.3 eV
- Highest occupied orbital energy: -12.97 eV

Last column: Mulliken charge in e.
Positions of all 2 atoms, in Å:
O 0.00 0.00 0.94  0.00
O 0.00 0.00 -0.94  0.00

***

*c*
The following is a DFT calculation (ωB97M-V/def2-TZVPD) of O2 in the gas phase.

Values from the calculation:
- Kohn-Sham gap: 7.6 eV
- Highest occupied orbital energy: -12.12 eV

Last column: Mulliken charge in e.
Positions of all 2 atoms, in Å:
O 0.00 0.00 0.78  0.00
O 0.00 0.00 -0.78  0.00

***

We find *a* to be the most stable, with the next structure 0.1002 hartree higher.